1.
# C22H52I2N5O5PSSi2

A molecular structure, C22H52I2N5O5PSSi2 (ωB97M-V with the def2-TZVPD basis set, the Open Molecules 2025 dataset).

For the calculated total energy, the calculation gives -3433.3914 Ha.

Element x y z (Å)
C -5.617 2.613 -3.904
C -4.942 3.238 -2.591
C -3.398 2.825 -2.553
C -2.762 3.251 -3.941
Si -2.486 3.613 -1.026
C -1.071 4.703 -1.699
N -0.363 5.547 -0.705
C -3.840 4.704 -0.176
C -3.367 5.496 1.101
N -2.506 4.727 2.035
N -4.635 5.820 1.864
N -2.769 6.835 0.787
O -2.050 2.420 0.141
Si -0.726 1.407 -0.217
S -0.264 1.132 -2.299
C -1.215 -0.327 0.464
I -3.114 -0.486 1.542
C -0.435 -1.464 0.324
C 0.925 -1.451 -0.445
I -1.105 -3.344 1.216
P 1.140 1.937 0.923
N 2.544 1.691 -0.107
O 1.171 3.600 1.291
H -5.397 3.233 -4.821
H -6.725 2.511 -3.814
H -5.099 1.628 -4.092
H -5.516 2.847 -1.715
H -5.015 4.349 -2.718
H -3.276 1.714 -2.452
H -1.646 3.282 -3.957
H -3.188 4.250 -4.224
H -3.062 2.518 -4.746
H -1.556 5.420 -2.437
H -0.286 4.156 -2.285
H 0.638 5.581 -0.856
H -0.605 5.328 0.254
H -4.323 5.408 -0.904
H -4.637 3.983 0.170
H -1.618 5.201 2.222
H -2.978 4.721 2.942
H -4.410 6.386 2.683
H -4.995 4.899 2.140
H -2.363 7.134 1.684
H -3.591 7.445 0.692
H 0.718 2.038 -2.681
H 0.829 -1.276 -1.547
H 1.352 -2.492 -0.346
H 1.652 -0.776 0.067
H 2.300 1.290 -1.015
H 3.208 1.045 0.328
H 1.721 4.057 0.631
C -1.740 -6.997 -1.408
C -0.971 -8.304 -1.397
C 0.061 -8.071 -2.486
O 0.337 -6.665 -2.498
C -0.642 -5.990 -1.696
H -2.272 -6.792 -0.479
H -2.467 -7.001 -2.225
H -0.473 -8.434 -0.431
H -1.592 -9.182 -1.580
H -0.331 -8.346 -3.471
H 0.986 -8.624 -2.313
H -0.152 -5.663 -0.773
H -1.008 -5.109 -2.227
C 5.813 -3.989 0.451
C 5.680 -3.326 -0.907
C 4.419 -2.502 -0.730
O 4.354 -2.134 0.654
C 5.326 -2.896 1.386
H 6.826 -4.323 0.680
H 5.146 -4.855 0.508
H 6.536 -2.667 -1.084
H 5.616 -4.030 -1.737
H 3.525 -3.089 -0.964
H 4.416 -1.601 -1.348
H 6.142 -2.221 1.666
H 4.873 -3.291 2.297
C 2.221 -0.836 4.495
C 3.523 -0.595 5.234
C 4.039 -2.009 5.432
O 3.563 -2.782 4.323
C 2.575 -2.019 3.615
H 1.870 0.027 3.928
H 1.438 -1.119 5.206
H 4.212 -0.031 4.596
H 3.404 -0.050 6.171
H 3.639 -2.453 6.350
H 5.130 -2.057 5.471
H 3.019 -1.691 2.668
H 1.713 -2.651 3.394

Forces on atoms 1 to 3 (eV/Å):
0.8817 0.0697 0.0692
0.1135 -0.8834 -1.5216
0.0052 0.3060 -0.1878

***

2.
# C37H80BN2O18S9

9 unconnected molecules or ions with the total composition C37H80BN2O18S9 (ωB97M-V with the def2-TZVPD basis set, the Open Molecules 2025 dataset).

As for the charge: +1. For the calculated total energy, the calculation gives -6529.9324 Ha.

Element x y z (Å)
C 4.743 2.405 3.047
N 5.265 1.686 1.854
C 6.385 0.786 2.230
B 4.211 1.017 1.179
O 3.814 -0.269 1.200
S 3.257 2.164 -0.099
C 1.458 2.062 0.220
C 1.132 1.837 1.678
O 1.444 3.048 2.349
C -0.351 1.496 1.815
N -0.678 0.369 0.967
H 3.832 2.953 2.785
H 4.491 1.708 3.851
H 5.455 3.149 3.401
H 7.063 0.653 1.389
H 6.954 1.268 3.025
H 6.052 -0.182 2.609
H 3.580 -0.636 2.063
H 3.363 1.425 -1.215
H 1.074 3.038 -0.073
H 1.013 1.297 -0.412
H 1.694 0.992 2.096
H 1.041 3.039 3.228
H -0.930 2.388 1.567
H -0.518 1.288 2.883
H -0.196 -0.464 1.297
H -1.673 0.198 0.908
C 6.012 -2.062 -0.782
C 6.182 -2.052 -2.308
C 7.688 -2.077 -2.598
S 8.451 -2.911 -1.193
O 9.280 -1.958 -0.495
O 8.988 -4.179 -1.612
C 6.944 -3.147 -0.261
H 4.980 -2.253 -0.489
H 6.308 -1.094 -0.365
H 5.707 -2.940 -2.729
H 5.714 -1.182 -2.769
H 7.944 -2.626 -3.500
H 8.114 -1.077 -2.641
H 7.177 -3.068 0.798
H 6.576 -4.148 -0.478
C -0.962 -3.716 4.597
C -2.335 -3.255 4.089
C -2.115 -2.566 2.737
S -0.661 -3.335 2.026
O 0.375 -2.321 1.907
O -0.998 -4.123 0.871
C -0.280 -4.396 3.415
H -1.046 -4.391 5.447
H -0.374 -2.851 4.915
H -2.994 -4.115 3.961
H -2.822 -2.579 4.788
H -2.944 -2.683 2.047
H -1.903 -1.505 2.852
H 0.800 -4.489 3.505
H -0.722 -5.368 3.197
C -7.683 -1.403 0.211
C -7.707 -2.922 0.416
C -6.316 -3.339 0.909
S -5.657 -1.912 1.783
O -4.507 -1.412 1.058
O -5.541 -2.200 3.192
C -7.034 -0.820 1.461
H -8.680 -0.998 0.064
H -7.095 -1.156 -0.673
H -8.455 -3.181 1.169
H -7.969 -3.443 -0.503
H -6.340 -4.178 1.600
H -5.634 -3.553 0.088
H -6.658 0.194 1.341
H -7.696 -0.875 2.325
C 8.437 5.752 1.237
C 7.258 5.333 0.346
C 5.975 5.589 1.144
S 6.343 6.938 2.276
O 6.264 6.423 3.620
O 5.603 8.111 1.895
C 8.065 7.112 1.817
H 9.371 5.801 0.678
H 8.568 5.030 2.046
H 7.254 5.936 -0.564
H 7.331 4.287 0.047
H 5.138 5.886 0.516
H 5.696 4.730 1.753
H 8.632 7.392 2.702
H 8.121 7.903 1.069
C 10.173 -8.456 0.885
C 9.948 -8.066 -0.583
C 8.438 -7.902 -0.786
S 7.773 -7.411 0.811
O 6.892 -8.440 1.299
O 7.318 -6.043 0.743
C 9.321 -7.494 1.706
H 11.223 -8.390 1.165
H 9.843 -9.483 1.057
H 10.451 -7.121 -0.792
H 10.352 -8.813 -1.265
H 8.189 -7.127 -1.508
H 7.952 -8.837 -1.057
H 9.117 -7.824 2.721
H 9.745 -6.489 1.712
C -12.190 0.244 -2.308
C -12.002 0.126 -3.827
C -10.499 0.217 -4.115
S -9.675 -0.407 -2.648
O -8.926 0.665 -2.034
O -9.022 -1.664 -2.928
C -11.162 -0.696 -1.688
H -13.201 -0.018 -2.002
H -11.996 1.269 -1.985
H -12.384 -0.838 -4.169
H -12.543 0.902 -4.364
H -10.195 -0.381 -4.968
H -10.171 1.245 -4.253
H -10.951 -0.496 -0.639
H -11.437 -1.742 -1.824
C -0.634 7.141 3.901
C -0.841 7.114 2.381
C -1.494 5.771 2.033
S -2.436 5.280 3.491
O -1.842 4.073 4.022
O -3.844 5.334 3.206
C -1.950 6.669 4.510
H -0.369 8.135 4.256
H 0.172 6.459 4.183
H -1.501 7.932 2.088
H 0.098 7.243 1.844
H -2.182 5.834 1.193
H -0.754 4.992 1.853
H -1.873 6.332 5.541
H -2.731 7.423 4.418
C -6.497 0.335 -7.498
C -6.694 0.513 -9.010
C -8.203 0.606 -9.266
S -8.919 1.297 -7.768
O -9.774 0.304 -7.162
O -9.420 2.623 -8.015
C -7.392 1.376 -6.834
H -5.456 0.466 -7.207
H -6.806 -0.667 -7.195
H -6.206 1.432 -9.337
H -6.256 -0.310 -9.573
H -8.460 1.261 -10.095
H -8.657 -0.372 -9.414
H -7.611 1.176 -5.787
H -6.997 2.385 -6.949

Forces on atoms 1 to 3 (eV/Å):
-0.2322 0.7084 -0.4541
-0.3355 -0.9192 0.5768
0.1128 0.3826 0.1566

***

3.
# C44H74ClN2O12

11 unconnected molecules or ions with the total composition C44H74ClN2O12 (ωB97M-V with the def2-TZVPD basis set, the Open Molecules 2025 dataset).

As for the charge: +1. For the calculated total energy, the calculation gives -3193.2213 Ha.

Element x y z (Å)
O -4.586 -4.261 -1.587
C -4.453 -4.353 -0.399
O -5.194 -5.288 0.276
C -3.469 -3.351 0.265
C -2.020 -3.460 0.094
C -1.194 -2.456 0.711
N -1.689 -1.390 1.463
C -0.692 -0.462 1.961
C -0.629 0.015 3.370
C 0.439 0.955 3.670
N 1.420 1.449 2.881
C 1.406 1.022 1.593
C 0.372 0.108 1.125
C -3.061 -1.262 1.693
C -3.641 -0.089 2.534
C -5.207 -0.030 2.592
C -5.800 0.523 1.214
Cl -5.768 2.349 1.364
C -3.982 -2.241 1.099
H -4.750 -5.535 1.110
H -1.516 -4.263 -0.497
H -0.087 -2.536 0.579
H -1.364 -0.327 4.134
H 0.450 1.329 4.730
H 2.180 1.364 0.860
H 0.409 -0.204 0.048
H -3.280 -0.166 3.600
H -3.206 0.867 2.133
H -5.655 -1.049 2.784
H -5.586 0.610 3.437
H -6.852 0.178 1.043
H -5.111 0.161 0.403
H -5.084 -2.204 1.224
C -5.591 -4.115 -6.886
C -4.523 -4.080 -5.825
O -3.414 -3.647 -6.064
C -4.883 -4.599 -4.456
H -5.191 -3.712 -7.814
H -5.907 -5.145 -7.062
H -6.443 -3.506 -6.578
H -5.168 -5.651 -4.521
H -5.702 -4.012 -4.039
H -4.020 -4.511 -3.800
C 6.232 -0.019 5.276
C 5.550 -0.432 3.997
O 6.160 -0.981 3.104
C 4.078 -0.135 3.873
H 7.286 -0.294 5.227
H 6.158 1.062 5.404
H 5.776 -0.533 6.124
H 3.908 0.941 3.941
H 3.526 -0.653 4.659
H 3.721 -0.485 2.903
C 4.547 3.765 5.280
C 3.257 3.462 5.993
O 2.716 2.376 5.894
C 2.663 4.560 6.833
H 4.861 2.888 4.712
H 4.405 4.594 4.590
H 5.324 4.009 6.005
H 2.438 5.426 6.207
H 3.358 4.837 7.625
H 1.738 4.206 7.288
C -0.679 -1.637 -10.423
C -1.991 -1.311 -9.756
O -2.858 -0.693 -10.338
C -2.181 -1.784 -8.338
H -0.681 -1.236 -11.437
H 0.144 -1.181 -9.869
H -0.546 -2.720 -10.473
H -1.424 -1.335 -7.691
H -2.114 -2.872 -8.296
H -3.166 -1.481 -7.985
C 7.239 6.926 6.615
C 7.170 6.318 5.238
O 6.106 6.068 4.712
C 8.475 6.032 4.542
H 6.228 7.076 6.995
H 7.772 6.255 7.292
H 7.744 7.892 6.570
H 9.062 5.322 5.128
H 9.035 6.959 4.406
H 8.275 5.597 3.563
C 3.363 5.800 12.018
C 2.692 5.402 10.730
O 3.311 4.866 9.835
C 1.220 5.698 10.597
H 4.418 5.529 11.975
H 3.285 6.880 12.161
H 2.900 5.276 12.856
H 1.047 6.773 10.677
H 0.663 5.169 11.372
H 0.869 5.359 9.621
C -6.566 0.787 -2.813
C -7.826 0.169 -2.265
O -7.948 -0.073 -1.080
C -8.929 -0.136 -3.243
H -5.860 0.952 -1.999
H -6.109 0.115 -3.543
H -6.794 1.747 -3.279
H -8.576 -0.848 -3.991
H -9.261 0.784 -3.728
H -9.773 -0.576 -2.711
C -5.109 -6.292 -11.416
C -5.164 -4.853 -10.973
O -5.588 -4.546 -9.878
C -4.672 -3.810 -11.942
H -5.494 -6.931 -10.621
H -5.726 -6.431 -12.306
H -4.077 -6.578 -11.626
H -5.269 -3.839 -12.855
H -3.620 -3.986 -12.175
H -4.769 -2.822 -11.491
C 2.936 -1.947 -12.335
C 2.878 -0.505 -11.901
O 2.459 -0.192 -10.807
C 3.361 0.533 -12.881
H 2.559 -2.581 -11.533
H 2.315 -2.094 -13.220
H 3.969 -2.230 -12.549
H 2.759 0.495 -13.790
H 4.412 0.359 -13.119
H 3.262 1.523 -12.436
C 5.284 -0.288 9.801
C 6.590 -0.954 9.449
O 7.518 -0.320 8.994
C 6.698 -2.439 9.686
H 5.350 0.777 9.579
H 4.474 -0.719 9.209
H 5.078 -0.411 10.866
H 5.951 -2.967 9.089
H 6.555 -2.658 10.746
H 7.689 -2.781 9.389

Forces on atoms 1 to 3 (eV/Å):
0.1212 0.2816 0.8973
-0.1696 -0.1836 -0.9515
1.5393 1.0322 0.4454

***

4.
# C23H58N12O7

7 unconnected molecules or ions with the total composition C23H58N12O7 (ωB97M-V with the def2-TZVPD basis set, the Open Molecules 2025 dataset).

The SMILES is CC1(C)CCCC(C)(C)N1O.CC1(C)CCCC(C)(C)N1O.NC(N)=O.NC(N)=O.NC(N)=O.NC(N)=O.NC(N)=O. For the calculated total energy, the calculation gives -2094.8620 Ha.

Element x y z (Å)
C 17.705 13.401 13.977
C 19.149 13.149 13.494
C 20.088 14.064 14.372
C 20.442 13.533 15.740
C 20.867 11.942 15.688
C 19.926 11.120 14.839
N 19.536 11.727 13.552
O 18.727 10.852 12.775
C 20.655 9.793 14.701
C 18.738 10.864 15.789
C 19.299 13.620 12.007
H 16.998 12.599 13.765
H 17.202 14.172 13.393
H 17.590 13.666 15.028
H 20.970 14.157 13.739
H 19.636 15.056 14.380
H 19.562 13.542 16.384
H 21.296 13.983 16.247
H 21.182 11.512 16.638
H 21.793 11.975 15.114
H 21.684 9.984 14.395
H 20.614 9.106 15.546
H 20.309 9.221 13.840
H 17.878 10.853 15.120
H 18.619 9.890 16.264
H 18.601 11.575 16.604
H 19.483 14.680 11.836
H 18.425 13.316 11.433
H 20.022 13.134 11.352
H 19.337 10.544 12.101
C 26.323 14.853 15.473
C 27.725 14.740 14.970
C 28.556 13.872 15.952
C 29.794 13.269 15.410
C 29.487 12.549 14.101
C 28.949 13.440 12.998
N 27.801 14.206 13.598
O 26.990 14.752 12.665
C 29.967 14.355 12.312
C 28.365 12.436 12.024
C 28.246 16.217 14.996
H 25.596 15.522 15.011
H 26.202 14.999 16.546
H 25.758 14.001 15.096
H 28.953 14.378 16.832
H 27.888 13.157 16.432
H 30.284 12.601 16.119
H 30.555 14.046 15.358
H 28.910 11.625 14.130
H 30.441 12.166 13.737
H 29.627 15.175 11.680
H 30.645 14.818 13.030
H 30.713 13.754 11.792
H 29.125 11.875 11.479
H 27.865 11.616 12.540
H 27.689 12.935 11.330
H 29.320 16.380 14.904
H 28.107 16.643 15.990
H 27.708 16.858 14.298
H 26.152 14.284 12.698
C 21.864 14.653 9.271
O 22.390 13.679 8.668
N 21.188 15.488 8.487
N 21.941 14.992 10.610
H 20.433 16.075 8.811
H 21.392 15.478 7.498
H 21.485 15.807 10.995
H 22.249 14.292 11.269
C 26.583 8.557 10.730
O 25.363 8.792 10.851
N 27.091 7.863 9.722
N 27.549 8.941 11.503
H 26.383 7.602 9.051
H 28.041 7.519 9.691
H 28.446 8.530 11.287
H 27.298 9.580 12.244
C 21.950 10.236 9.496
O 20.874 10.655 9.115
N 22.975 10.818 9.024
N 22.236 9.177 10.212
H 22.819 11.721 8.599
H 23.850 10.382 9.278
H 23.214 8.979 10.367
H 21.476 8.564 10.468
C 25.177 8.713 14.406
O 26.066 9.493 14.183
N 24.746 7.858 13.516
N 24.346 8.818 15.449
H 23.741 7.880 13.609
H 25.169 8.048 12.619
H 23.713 8.037 15.547
H 24.617 9.370 16.250
C 24.164 12.587 12.310
O 24.084 13.774 12.085
N 25.287 11.924 12.485
N 23.219 11.774 12.410
H 26.102 12.428 12.165
H 25.270 10.926 12.641
H 23.535 10.829 12.576
H 22.285 11.925 12.056

Forces on atoms 1 to 3 (eV/Å):
-1.0543 -0.0225 -0.6021
-0.3947 0.5155 -0.1338
0.5504 -1.0911 -1.3264